Entry 1:
{"formula": "C33H27ClLiN5OS3", "method": "wB97M-V/def2-TZVPD", "homo_lumo_gap_ev": 4.94, "total_charge": -2, "e_above_lowest_kcal_mol": 5.6, "symbols": ["Li", "C", "C", "N", "N", "C", "S", "S", "C", "C", "C", "C", "C", "C", "C", "C", "C", "C", "C", "C", "C", "O", "H", "H", "H", "H", "H", "H", "H", "H", "H", "H", "H", "H", "H", "H", "N", "C", "C", "C", "C", "C", "C", "N", "C", "C", "C", "S", "C", "N", "H", "H", "H", "H", "H", "H", "H", "Cl", "C", "C", "C", "C", "C", "C", "C", "H", "H", "H", "H", "H", "H"], "xyz": [[0.606, 1.592, -0.447], [-1.471, -0.458, 2.802], [-1.167, 0.383, 1.595], [-0.076, 0.194, 0.881], [0.802, -0.669, 1.319], [1.914, -0.846, 0.377], [2.842, 0.688, -0.064], [3.002, -2.095, 1.222], [3.735, -1.067, 2.507], [2.804, -0.652, 3.614], [2.340, 0.659, 3.667], [1.481, 1.065, 4.678], [1.067, 0.164, 5.651], [1.518, -1.149, 5.600], [2.378, -1.550, 4.587], [-2.222, 1.362, 1.089], [-3.173, 1.834, 2.142], [-3.895, 2.945, 1.985], [-3.745, 3.809, 0.814], [-2.783, 3.605, -0.083], [-1.738, 2.525, 0.065], [-0.557, 2.954, -0.020], [-0.759, -1.284, 2.822], [-2.491, -0.864, 2.773], [-1.366, 0.076, 3.754], [4.121, -0.180, 2.000], [4.579, -1.635, 2.909], [2.617, 1.336, 2.868], [1.108, 2.082, 4.684], [0.382, 0.476, 6.430], [1.188, -1.866, 6.343], [2.704, -2.583, 4.527], [-3.258, 1.260, 3.054], [-4.588, 3.250, 2.762], [-4.414, 4.656, 0.710], [-2.623, 4.281, -0.915], [-1.035, 1.507, -4.506], [0.298, 1.614, -4.843], [0.953, 1.750, -6.058], [2.339, 1.811, -6.016], [3.033, 1.730, -4.802], [2.370, 1.596, -3.591], [0.980, 1.549, -3.622], [0.078, 1.416, -2.574], [-1.110, 1.381, -3.138], [-2.378, 1.197, -2.453], [-3.545, 0.901, -3.095], [-5.103, 0.602, -2.488], [-2.818, 0.671, -0.105], [-2.287, 1.339, -1.057], [-1.820, 1.539, -5.127], [0.415, 1.799, -6.997], [2.893, 1.913, -6.942], [4.115, 1.761, -4.810], [2.887, 1.490, -2.644], [-3.442, 0.832, -4.179], [-3.452, -0.201, -0.202], [-1.044, -6.981, -0.110], [-0.320, -5.393, -0.353], [-1.016, -4.263, 0.040], [-0.441, -3.017, -0.158], [0.822, -2.890, -0.742], [1.438, -1.529, -0.930], [1.487, -4.048, -1.127], [0.927, -5.305, -0.937], [-1.993, -4.357, 0.495], [-0.964, -2.123, 0.156], [0.679, -0.863, -1.347], [2.267, -1.564, -1.639], [2.473, -3.962, -1.569], [1.454, -6.203, -1.234]]}

Entry 2:
{"formula": "C5H8O", "method": "wB97M-V/def2-TZVPD", "homo_lumo_gap_ev": [6.98, 8.54], "e_above_lowest_kcal_mol": 134.6, "symbols": ["C", "C", "C", "C", "C", "O", "H", "H", "H", "H", "H", "H", "H", "H"], "xyz": [[-1.436, -1.129, -0.333], [-0.632, -0.028, -0.776], [0.197, 1.540, 0.782], [0.761, 0.597, -0.125], [1.557, -0.504, 0.521], [2.608, -0.926, 0.096], [-0.991, -2.015, 0.117], [-2.531, -1.074, -0.336], [-0.593, -1.031, -1.471], [-1.176, 0.744, -1.316], [-0.190, 1.209, 1.744], [0.150, 2.600, 0.555], [1.303, 1.023, -0.971], [1.104, -0.911, 1.454]]}

Entry 3:
{"formula": "C31H28N8RuS2", "method": "wB97M-V/def2-TZVPD", "homo_lumo_gap_ev": [7.83, 6.57], "total_charge": 1, "spin_multiplicity": 2, "symbols": ["Ru", "C", "C", "C", "C", "C", "N", "C", "C", "C", "C", "C", "C", "C", "N", "C", "C", "C", "N", "C", "C", "N", "C", "C", "C", "N", "H", "H", "H", "H", "H", "H", "H", "H", "H", "H", "H", "H", "H", "H", "H", "H", "H", "H", "S", "C", "N", "C", "C", "C", "C", "C", "C", "S", "H", "H", "H", "H", "C", "N", "C", "C", "N", "C", "H", "H", "H", "H", "H", "H"], "xyz": [[0.693, -0.399, -0.350], [-3.719, 4.311, 2.197], [-2.917, 3.398, 1.311], [-3.537, 2.631, 0.321], [-2.806, 1.770, -0.468], [-1.420, 1.636, -0.326], [-0.713, 0.705, -1.101], [-0.931, 0.696, -2.484], [-1.168, 1.887, -3.179], [-1.273, 1.919, -4.552], [-1.115, 0.756, -5.306], [-1.138, 0.795, -6.809], [-0.892, -0.427, -4.626], [-0.836, -0.478, -3.235], [-0.704, -1.766, -2.635], [-1.094, -2.933, -3.193], [-0.792, -3.947, -2.324], [-0.221, -3.305, -1.225], [-0.184, -1.991, -1.407], [-0.795, 2.426, 0.643], [-1.548, 3.272, 1.461], [0.615, 2.393, 0.852], [1.376, 3.397, 1.356], [2.677, 2.969, 1.385], [2.641, 1.674, 0.858], [1.400, 1.338, 0.535], [-4.360, 4.963, 1.603], [-3.076, 4.938, 2.812], [-4.368, 3.737, 2.861], [-4.609, 2.702, 0.181], [-3.298, 1.170, -1.223], [-1.246, 2.806, -2.611], [-1.450, 2.863, -5.052], [-1.897, 1.487, -7.171], [-1.343, -0.188, -7.231], [-0.175, 1.130, -7.200], [-0.734, -1.333, -5.197], [-1.583, -2.958, -4.150], [-0.966, -5.000, -2.458], [0.157, -3.750, -0.326], [-1.053, 3.841, 2.238], [0.944, 4.347, 1.615], [3.539, 3.523, 1.714], [3.442, 0.979, 0.668], [2.413, -0.878, -2.386], [2.966, -1.748, -1.041], [2.456, -1.411, 0.144], [3.111, -2.020, 1.213], [2.931, -1.747, 2.565], [3.695, -2.439, 3.488], [4.630, -3.390, 3.080], [4.838, -3.646, 1.735], [4.080, -2.944, 0.808], [4.185, -2.983, -0.937], [2.218, -0.996, 2.876], [3.573, -2.234, 4.544], [5.218, -3.918, 3.819], [5.585, -4.362, 1.417], [-1.616, -0.439, 4.718], [-1.052, -0.947, 3.473], [-0.620, -2.225, 3.233], [-0.153, -2.233, 1.960], [-0.318, -0.982, 1.400], [-0.841, -0.230, 2.360], [-1.976, -1.278, 5.307], [-2.453, 0.220, 4.499], [-0.862, 0.101, 5.286], [-0.668, -3.000, 3.979], [0.290, -3.052, 1.432], [-1.155, 0.794, 2.261]]}

> Which formula does entry 2 have?

C5H8O